Molecular formula: C20H20Br2N3O8W
Method: DFT, the ωB97M-V functional and the def2-TZVPD basis

The net charge is +1. The value obtained for the energy above the lowest of the compared OMol25 structures with the same formula, charge and spin is 171.8 kJ/mol. Its spin multiplicity is 3. The value obtained for the maximum force is 0.0248 hartree/bohr. As for the total energy: -183821.562 eV. The value obtained for the highest occupied orbital energy (alpha / beta) is -10.76 / -11.15 eV.

The geometry in XYZ format:
```
54
C20H20Br2N3O8W, DFT the ωB97M-V functional and the def2-TZVPD basis
W -0.3183 0.3546 0.3072
O 0.3421 3.5902 2.5857
C 0.1937 2.4284 2.3526
O 0.5599 1.8779 1.1832
C -0.2682 1.3907 3.3865
C 0.7098 0.1969 3.3046
C 0.6630 -0.6490 4.5628
C -0.7361 -1.2841 4.4541
C -1.2193 -0.7893 3.0975
O 0.0304 -0.6584 2.3214
C -1.6400 0.6817 3.0973
C -2.1219 1.0413 1.6880
O -2.1486 2.1963 1.2830
O -2.2771 0.0248 0.8492
H -0.2681 1.8634 4.3672
H 1.6998 0.4387 2.9207
H 1.4468 -1.4040 4.5482
H 0.7941 -0.0370 5.4524
H -0.6832 -2.3708 4.4689
H -1.4139 -0.9698 5.2459
H -1.8958 -1.4523 2.5651
H -2.4016 0.9401 3.8327
C -0.4487 4.1905 -1.1853
O 0.1292 3.4051 -2.2645
C 0.0135 2.1164 -2.1523
O -0.7118 1.5974 -1.2628
N 0.6662 1.4052 -3.0772
N 0.5670 0.0180 -3.0785
H -0.2221 5.2179 -1.4484
H 0.0203 3.9101 -0.2420
H -1.5218 4.0197 -1.1463
H 1.2997 1.9010 -3.6895
H 1.4555 -0.3859 -2.8095
H 0.2956 -0.2959 -4.0020
C -2.5028 -2.2552 -0.8081
C -1.1366 -2.6671 -0.3694
C -0.8552 -4.0456 -0.2399
C 0.4111 -4.4912 0.0256
C 1.4704 -3.5599 0.1091
C 2.8495 -3.8664 0.2416
Br 3.3985 -5.6607 0.4376
C 3.7922 -2.8707 0.2106
C 3.4219 -1.5241 0.0549
Br 4.7415 -0.1900 -0.0471
C 2.0909 -1.1685 -0.0296
O 1.6232 0.0606 -0.2000
C 1.1261 -2.2046 0.0068
N -0.1727 -1.7647 -0.1683
H -2.8153 -2.9222 -1.6111
H -2.5357 -1.2270 -1.1687
H -3.2223 -2.3524 0.0049
H -1.6679 -4.7435 -0.3777
H 0.6182 -5.5470 0.1258
H 4.8416 -3.1131 0.2943
```

Atom charges from the natural (NBO) analysis, given in e for atoms 1 to 6: number 1, W, carries 2.09; number 2, O, carries -0.53; number 3, C, carries 0.82; number 4, O, carries -0.76; number 5, C, carries -0.35; number 6, C, carries 0.10

Molecular formula: C20H20BrClF2N2O
Method: DFT, the ωB97M-V functional and the def2-TZVPD basis

The net charge is 0. The value obtained for the energy above the lowest of the compared OMol25 structures with the same formula, charge and spin is 29.0 kJ/mol. The value obtained for the maximum force is 0.0162 hartree/bohr. As for the total energy: -114093.020 eV. The SMILES is Cc1ccc(F)cc1CN[C@@H]1C[C@@H](F)CN(C(=O)c2ccc(Br)c(Cl)c2)C1. The value obtained for the highest occupied orbital energy is -8.97 eV.

The geometry in XYZ format:
```
47
C20H20BrClF2N2O, DFT the ωB97M-V functional and the def2-TZVPD basis
C -2.1708 -4.3073 1.3111
C -1.0787 -3.6918 2.1406
C -1.2120 -3.6003 3.5205
C -0.2203 -3.0509 4.3214
C 0.9262 -2.5993 3.7100
F 1.9112 -2.0681 4.4676
C 1.0999 -2.6674 2.3437
C 0.0940 -3.2038 1.5505
C 0.2752 -3.2206 0.0544
N -0.6277 -2.2984 -0.6364
C -0.3167 -0.8824 -0.4430
C -1.0813 -0.2960 0.7430
C -0.8882 1.2001 0.8228
F 0.4530 1.4732 1.1181
C -1.1992 1.9101 -0.4792
N -0.4750 1.3189 -1.5996
C 0.8329 1.6981 -1.8984
O 1.6917 0.8630 -2.1036
C 1.1267 3.1486 -2.2042
C 0.2522 4.2167 -2.0349
C 0.6631 5.5098 -2.3001
C 1.9606 5.7605 -2.7176
Br 2.4749 7.5379 -3.0586
C 2.8453 4.7020 -2.8769
Cl 4.4725 4.9555 -3.3960
C 2.4288 3.4107 -2.6036
C -0.7243 -0.1180 -1.6956
H -1.8044 -5.1736 0.7543
H -2.9906 -4.6415 1.9457
H -2.5536 -3.5981 0.5780
H -2.1153 -3.9741 3.9883
H -0.3257 -2.9826 5.3955
H 2.0111 -2.2823 1.9023
H 1.3289 -2.9966 -0.1658
H 0.0699 -4.2245 -0.3266
H -0.5918 -2.5122 -1.6262
H 0.7592 -0.7211 -0.2982
H -2.1494 -0.4976 0.6094
H -0.7810 -0.7558 1.6841
H -1.4806 1.6347 1.6303
H -2.2736 1.8260 -0.6723
H -0.9536 2.9605 -0.3669
H -0.7812 4.0602 -1.7667
H -0.0254 6.3353 -2.1869
H 3.1238 2.5905 -2.7067
H -0.1817 -0.4954 -2.5614
H -1.7990 -0.2524 -1.8658
```

Atom charges from the natural (NBO) analysis, given in e for atoms 1 to 6: number 1, C, carries -0.64; number 2, C, carries -0.02; number 3, C, carries -0.19; number 4, C, carries -0.28; number 5, C, carries 0.39; number 6, F, carries -0.33

Molecular formula: C20H20BrClF2N2O
Method: DFT, the ωB97M-V functional and the def2-TZVPD basis

The net charge is 0. The value obtained for the energy above the lowest of the compared OMol25 structures with the same formula, charge and spin is 2.8 kJ/mol. The value obtained for the maximum force is 0.0012 hartree/bohr. As for the total energy: -114093.291 eV. The SMILES is Cc1ccc(F)cc1CN[C@@H]1C[C@@H](F)CN(C(=O)c2ccc(Br)c(Cl)c2)C1. The value obtained for the highest occupied orbital energy is -9.04 eV.

The geometry in XYZ format:
```
47
C20H20BrClF2N2O, DFT the ωB97M-V functional and the def2-TZVPD basis
C -1.3128 2.9021 -3.7846
C -1.8989 3.0143 -2.4035
C -1.9709 4.2500 -1.7719
C -2.5152 4.3986 -0.5021
C -3.0020 3.2747 0.1262
F -3.5452 3.3903 1.3556
C -2.9479 2.0269 -0.4627
C -2.3863 1.8884 -1.7255
C -2.2801 0.5088 -2.3292
N -0.8959 0.0382 -2.4147
C -0.2734 -0.2662 -1.1290
C 0.4861 0.9439 -0.5728
C 1.2789 0.5947 0.6703
F 0.3800 0.3073 1.7107
C 2.1577 -0.6283 0.4777
N 1.3764 -1.7281 -0.0607
C 0.8808 -2.7491 0.7016
O -0.0177 -3.4770 0.3232
C 1.5386 -2.9796 2.0352
C 2.7376 -3.6762 2.1136
C 3.3001 -3.9481 3.3488
C 2.6714 -3.5232 4.5107
Br 3.4789 -3.9089 6.1689
C 1.4690 -2.8296 4.4312
Cl 0.6481 -2.2806 5.8478
C 0.9022 -2.5633 3.1929
C 0.7069 -1.4225 -1.3142
H -2.0401 2.4921 -4.4896
H -1.0092 3.8811 -4.1530
H -0.4510 2.2352 -3.7935
H -1.5941 5.1256 -2.2869
H -2.5703 5.3609 -0.0124
H -3.3290 1.1678 0.0752
H -2.9041 -0.1754 -1.7377
H -2.6823 0.5194 -3.3447
H -0.8832 -0.7923 -2.9946
H -1.0231 -0.5884 -0.3914
H 1.1823 1.2929 -1.3427
H -0.1883 1.7685 -0.3469
H 1.8815 1.4419 1.0051
H 2.9601 -0.3788 -0.2236
H 2.6077 -0.9156 1.4243
H 3.2309 -4.0123 1.2105
H 4.2302 -4.4939 3.4214
H -0.0319 -2.0211 3.1428
H 0.1873 -2.3190 -1.6463
H 1.4601 -1.1459 -2.0599
```

Atom charges from the natural (NBO) analysis, given in e for atoms 1 to 6: number 1, C, carries -0.64; number 2, C, carries -0.02; number 3, C, carries -0.19; number 4, C, carries -0.28; number 5, C, carries 0.39; number 6, F, carries -0.33

Molecular formula: C20H20BrClF2N2O
Method: DFT, the ωB97M-V functional and the def2-TZVPD basis

The net charge is 0. The value obtained for the energy above the lowest of the compared OMol25 structures with the same formula, charge and spin is 10.5 kJ/mol. The value obtained for the maximum force is 0.0115 hartree/bohr. As for the total energy: -114093.212 eV. The SMILES is Cc1ccc(F)cc1CN[C@@H]1C[C@@H](F)CN(C(=O)c2ccc(Br)c(Cl)c2)C1. The value obtained for the highest occupied orbital energy is -8.99 eV.

The geometry in XYZ format:
```
47
C20H20BrClF2N2O, DFT the ωB97M-V functional and the def2-TZVPD basis
C -1.2546 2.8350 -3.9223
C -1.9049 3.0040 -2.5714
C -2.0720 4.2789 -2.0383
C -2.6654 4.4648 -0.7969
C -3.0954 3.3627 -0.0884
F -3.6718 3.5310 1.1120
C -2.9389 2.0870 -0.5954
C -2.3400 1.8979 -1.8366
C -2.1740 0.4919 -2.3580
N -0.7861 0.0400 -2.3932
C -0.1986 -0.2133 -1.0827
C 0.4682 1.0328 -0.5035
C 1.1696 0.7311 0.8162
F 0.2197 0.3601 1.7768
C 2.1516 -0.4248 0.6367
N 1.4365 -1.5899 0.1264
C 0.7647 -2.4416 0.9592
O -0.2995 -2.9436 0.6438
C 1.4339 -2.8983 2.2235
C 0.6411 -3.3965 3.2496
C 1.2158 -3.8968 4.4057
C 2.5955 -3.9316 4.5403
Br 3.3396 -4.6236 6.1401
C 3.4010 -3.4761 3.5027
Cl 5.1250 -3.5327 3.6029
C 2.8176 -2.9712 2.3508
C 0.8319 -1.3378 -1.1822
H -1.9303 2.3314 -4.6173
H -0.9763 3.7938 -4.3555
H -0.3579 2.2199 -3.8387
H -1.7381 5.1441 -2.5954
H -2.7973 5.4557 -0.3812
H -3.2763 1.2420 -0.0065
H -2.8106 -0.1952 -1.7844
H -2.5563 0.4671 -3.3827
H -0.7441 -0.7988 -2.9574
H -0.9683 -0.5680 -0.3819
H 1.2081 1.4129 -1.2172
H -0.2443 1.8434 -0.3531
H 1.6971 1.6170 1.1830
H 2.9157 -0.1429 -0.0930
H 2.6881 -0.6289 1.5580
H -0.4351 -3.3886 3.1485
H 0.5911 -4.2679 5.2053
H 3.4677 -2.6702 1.5410
H 0.4028 -2.2661 -1.5489
H 1.6538 -1.0402 -1.8408
```

Atom charges from the natural (NBO) analysis, given in e for atoms 1 to 6: number 1, C, carries -0.64; number 2, C, carries -0.02; number 3, C, carries -0.19; number 4, C, carries -0.28; number 5, C, carries 0.39; number 6, F, carries -0.32

> What is the formula in the fourth record?

C20H20BrClF2N2O

> Which of these has the lowest maximum force?

number 3

> Which of these has the highest net charge?

C20H20Br2N3O8W